Formula: C21H23N5O5Se2Ta
Source: the OMol25 dataset
Level of theory: ωB97M-V/def2-TZVPD

Each line ends with the natural charge from an NBO analysis.
Cartesian coordinates (Å):
Ta -0.67773 -0.30087 0.05541  1.554
O -0.87903 -0.36708 2.14211  -0.506
N -0.08819 0.27285 2.93191  0.223
N 0.74806 0.95986 2.29564  0.180
O 0.71449 0.95876 0.97646  -0.559
C 1.74620 1.75236 2.96326  0.149
C 1.59412 2.03769 4.31158  -0.225
C 2.57699 2.78743 4.93395  -0.188
C 3.67658 3.24001 4.21582  -0.182
C 3.79994 2.94467 2.86665  -0.192
C 2.82875 2.19277 2.22299  -0.228
H 0.73089 1.68258 4.85481  0.246
H 2.47921 3.02254 5.98471  0.232
H 4.43831 3.82623 4.71139  0.230
H 4.65743 3.29555 2.30926  0.229
H 2.90747 1.94581 1.17475  0.244
O -2.02092 1.08409 -0.07317  -0.735
C -2.18389 2.39787 -0.28148  0.331
C -3.24741 3.06506 0.31727  -0.204
C -3.39445 4.42503 0.12679  -0.174
C -2.48653 5.13178 -0.65766  -0.225
C -1.43972 4.46483 -1.25928  -0.155
C -1.27705 3.08667 -1.09066  -0.186
C -0.21004 2.35545 -1.76240  0.412
N 0.19418 1.10516 -1.54250  -0.535
C 1.21931 0.84704 -2.43433  -0.077
C 1.44270 1.94911 -3.18527  -0.066
N 0.52962 2.88309 -2.75836  -0.490
H -3.93672 2.49749 0.92734  0.233
H -4.21868 4.94394 0.59731  0.230
H -2.59670 6.19837 -0.79278  0.230
H -0.73181 5.03332 -1.85017  0.203
H 1.72818 -0.09961 -2.43766  0.250
H 2.15087 2.14900 -3.96849  0.241
H 0.40426 3.80309 -3.14368  0.434
O -0.67830 -4.93070 -3.09136  -0.744
C -0.39898 -5.45412 -1.79783  -0.049
C -0.32764 -4.29597 -0.77819  -0.142
C 0.15704 -4.95748 0.51736  -0.056
O -0.10637 -4.14007 1.63720  -0.720
C -1.76547 -3.76587 -0.68941  -0.537
Se -2.26029 -2.24120 0.45661  0.091
C 0.70035 -3.31851 -1.35464  -0.530
Se 1.32919 -1.80558 -0.26437  -0.039
H -0.72874 -5.66276 -3.71292  0.486
H 0.55785 -5.98844 -1.79698  0.176
H -1.18339 -6.15248 -1.48885  0.177
H 1.23234 -5.15589 0.41768  0.170
H -0.34970 -5.92554 0.62406  0.168
H 0.10499 -4.62968 2.43754  0.481
H -2.39043 -4.55728 -0.27358  0.238
H -2.13074 -3.56594 -1.69467  0.222
H 0.34641 -2.91308 -2.29635  0.225
H 1.61203 -3.87189 -1.58051  0.232
N -1.63002 -1.40900 -3.04354  -0.621
C -1.36925 -1.00293 -1.99705  0.374
H -1.89958 -1.82756 -3.91175  0.477

Summary:
**E_LUMO**: -3.278 eV
**Multiplicity**: 1
**E_tot**: -172077.050 eV
**Net charge**: +1

***

Formula: C21H23NO4S
Source: the OMol25 dataset
Level of theory: ωB97M-V/def2-TZVPD

Each line ends with the natural charge from an NBO analysis.
Cartesian coordinates (Å):
C 1.97684 1.50700 5.50641  -0.722
C 1.48739 1.82654 4.13375  0.438
O 2.14753 2.20599 3.20572  -0.571
S -0.26458 1.57074 3.96891  0.191
C -0.42887 1.70988 2.16201  -0.528
C -0.21203 0.35776 1.48851  -0.315
C -0.51543 0.43818 -0.02016  -0.430
C -1.98939 0.37130 -0.30027  -0.027
C -2.66734 -0.83363 -0.15810  -0.159
C -4.02269 -0.91403 -0.41640  -0.224
C -4.72054 0.21176 -0.82173  -0.222
C -4.05500 1.41615 -0.96427  -0.207
C -2.69748 1.49419 -0.70359  -0.217
C 1.20250 -0.16869 1.73850  0.711
O 1.43556 -1.04374 2.54569  -0.629
N 2.16569 0.41584 0.99446  -0.604
C 3.47825 -0.15437 0.86650  -0.333
C 3.63141 -0.90275 -0.45543  0.789
O 4.67587 -1.20383 -0.96458  -0.590
O 2.43043 -1.15985 -0.97021  -0.515
C 2.34725 -1.82965 -2.23611  -0.093
C 0.97658 -1.52515 -2.77354  -0.051
C -0.07507 -2.40959 -2.57186  -0.213
C -1.35650 -2.07570 -2.97454  -0.211
C -1.60013 -0.85188 -3.57340  -0.151
C -0.55557 0.03230 -3.78216  -0.224
C 0.72675 -0.30252 -3.38504  -0.207
H 2.91055 2.02797 5.70445  0.237
H 1.22581 1.75647 6.25091  0.234
H 2.15691 0.43257 5.54743  0.258
H -1.43645 2.07746 1.96925  0.239
H 0.31182 2.44600 1.84454  0.243
H -0.88886 -0.36800 1.95244  0.238
H -0.02432 -0.40174 -0.51582  0.244
H -0.11250 1.36541 -0.43487  0.201
H -2.12218 -1.71356 0.15142  0.206
H -4.53746 -1.85697 -0.30395  0.213
H -5.77906 0.14954 -1.02637  0.214
H -4.59299 2.29812 -1.27992  0.213
H -2.18268 2.43764 -0.82219  0.208
H 1.91208 1.12740 0.32975  0.395
H 4.25753 0.60768 0.94580  0.231
H 3.60249 -0.87219 1.68491  0.267
H 2.49292 -2.90279 -2.07737  0.198
H 3.14504 -1.45635 -2.88716  0.210
H 0.11130 -3.35918 -2.09190  0.215
H -2.16879 -2.76789 -2.81252  0.216
H -2.60268 -0.58641 -3.87254  0.211
H -0.74105 0.98661 -4.25208  0.216
H 1.54113 0.38996 -3.54330  0.213

Summary:
**SMILES**: CC(=O)SC[C@@H](Cc1ccccc1)C(=O)NCC(=O)OCc1ccccc1
**E_LUMO**: 0.596 eV
**Multiplicity**: 1
**E_tot**: -42666.988 eV

***

Formula: C21H24As2NPd
Source: the OMol25 dataset
Level of theory: ωB97M-V/def2-TZVPD

Each line ends with the natural charge from an NBO analysis.
Cartesian coordinates (Å):
Pd 0.09351 0.36124 0.50632  0.411
C -0.78914 1.72592 -3.19761  -0.932
As -0.76584 0.43665 -1.76021  1.051
C -2.66631 0.33702 -1.35417  -0.938
C -0.49688 -1.26007 -2.66273  -0.246
C -0.80452 -1.40766 -4.01227  -0.225
C -0.63926 -2.63560 -4.63528  -0.184
C -0.15685 -3.71937 -3.91605  -0.180
C 0.16756 -3.57280 -2.57581  -0.199
C 0.01514 -2.34018 -1.95021  -0.382
As 0.54604 -2.03955 -0.11972  0.940
C 0.66462 -3.81418 0.64852  -0.926
C 2.46770 -1.75433 -0.38358  -0.930
H -1.65075 1.51533 -3.82701  0.241
H 0.13015 1.67243 -3.77682  0.254
H -0.88325 2.72519 -2.78403  0.249
H -3.22546 0.02864 -2.23728  0.234
H -3.00975 1.31702 -1.02500  0.246
H -2.82171 -0.37897 -0.55013  0.245
H -1.19363 -0.57496 -4.58376  0.217
H -0.88997 -2.74533 -5.68172  0.232
H -0.02463 -4.67758 -4.40012  0.232
H 0.55629 -4.42371 -2.03081  0.219
H 1.45069 -4.36156 0.13293  0.240
H -0.28427 -4.33868 0.55660  0.251
H 0.91931 -3.73507 1.70360  0.242
H 2.87871 -2.51428 -1.04780  0.234
H 2.96740 -1.81272 0.58379  0.235
H 2.64117 -0.76747 -0.80877  0.242
C 1.21706 -0.70131 4.55883  -0.257
C 1.07027 0.51222 5.21624  -0.119
C 0.67439 1.62479 4.50200  -0.223
C 0.43798 1.51852 3.13596  0.209
N 0.58115 0.33417 2.50823  -0.469
C 0.95936 -0.74274 3.20643  0.076
C 0.02488 2.61810 2.26415  -0.077
C -0.02888 3.94355 2.68777  -0.180
C -0.41809 4.93973 1.81208  -0.212
C -0.76640 4.61127 0.51162  -0.180
C -0.71431 3.28881 0.08445  -0.251
C -0.31292 2.27476 0.94729  -0.146
H 1.51777 -1.59757 5.08095  0.240
H 1.26688 0.58810 6.27721  0.237
H 0.54788 2.57451 4.99944  0.235
H 1.05074 -1.66638 2.65423  0.195
H 0.23602 4.20848 3.70329  0.213
H -0.45809 5.96765 2.14505  0.228
H -1.07570 5.38716 -0.17714  0.223
H -1.00606 3.07081 -0.92896  0.188

Summary:
**E_LUMO**: -2.969 eV
**Multiplicity**: 1
**E_tot**: -148808.501 eV
**Net charge**: +1

***

Formula: C21H24ClFN4O3
Source: the OMol25 dataset
Level of theory: ωB97M-V/def2-TZVPD

Each line ends with the natural charge from an NBO analysis.
Cartesian coordinates (Å):
C 3.49292 -1.67504 1.01871  -0.244
O 3.94769 -0.63985 0.19096  -0.548
C 4.03236 0.60648 0.84178  -0.066
C 4.44779 1.65327 -0.19449  -0.245
N 3.46263 1.74073 -1.24593  -0.617
C 2.45966 2.63355 -1.20012  0.667
O 2.40185 3.56471 -0.42095  -0.641
C 1.34805 2.34640 -2.21978  -0.311
N 0.49093 1.29585 -1.68411  -0.471
C 0.93143 -0.00038 -1.82156  0.696
O 1.85769 -0.26131 -2.57434  -0.633
C 0.30225 -1.02731 -0.97481  -0.281
C -0.04812 -0.80583 0.36432  -0.108
C -0.54065 -1.84116 1.11645  -0.329
C -0.68646 -3.11045 0.51324  0.422
N -1.18286 -4.16919 1.17391  -0.396
C -1.63785 -4.16355 2.54695  -0.212
C -2.24296 -5.55431 2.73870  -0.405
C -1.43499 -6.41588 1.76989  -0.409
C -1.25680 -5.48660 0.57384  -0.208
N -0.32041 -3.32849 -0.75926  -0.495
C 0.16785 -2.32754 -1.45638  0.128
C -0.71700 1.66112 -1.07770  0.232
C -1.87807 0.92790 -1.32556  -0.225
C -3.06936 1.29488 -0.73290  -0.261
C -3.11387 2.40576 0.09066  0.358
F -4.28294 2.75092 0.65952  -0.311
C -1.97184 3.16302 0.32557  -0.087
Cl -2.04186 4.55238 1.34364  0.038
C -0.77333 2.78857 -0.25919  -0.288
H 4.18181 -1.84810 1.85558  0.163
H 3.43938 -2.56627 0.39720  0.199
H 2.49582 -1.45559 1.42226  0.166
H 4.76991 0.56806 1.65839  0.169
H 3.05550 0.87850 1.27236  0.165
H 5.40638 1.36950 -0.63240  0.206
H 4.52362 2.63324 0.28065  0.234
H 3.35086 0.91046 -1.81759  0.436
H 0.75490 3.24434 -2.39094  0.232
H 1.77734 1.99019 -3.15971  0.244
H 0.09465 0.16666 0.81425  0.224
H -0.79320 -1.69396 2.15367  0.222
H -2.37081 -3.36917 2.71582  0.202
H -0.79201 -4.00651 3.22967  0.187
H -2.17323 -5.89481 3.76939  0.219
H -3.29248 -5.54812 2.44328  0.205
H -1.94202 -7.34080 1.50597  0.220
H -0.46507 -6.65921 2.20491  0.203
H -0.35457 -5.68163 -0.00715  0.226
H -2.11638 -5.54007 -0.10448  0.190
H 0.46108 -2.55878 -2.47194  0.206
H -1.84496 0.07495 -1.98452  0.229
H -3.97521 0.73805 -0.91144  0.236
H 0.11549 3.36988 -0.06386  0.270

Summary:
**SMILES**: COCCNC(=O)CN(C(=O)c1ccc(N2CCCC2)nc1)c1ccc(F)c(Cl)c1
**E_LUMO**: 0.480 eV
**Multiplicity**: 1
**E_tot**: -49510.358 eV